# 1
Density functional theory data (ωB97M-V with the def2-TZVPD basis set) for an isolated molecule of C6H9N3 at a distorted geometry.

Structure (XYZ):
```
18
Properties=species:S:1:pos:R:3:forces:R:3
C -0.9050 1.2955 1.1915 2.0 0.5 -2.6
C -1.8770 -0.2293 -0.4531 1.0 0.7 0.0
C 0.5740 -0.0952 -0.1344 -1.3 0.9 -0.6
C 1.1866 -1.4364 -0.4274 0.2 -0.4 -0.9
C 1.6390 -0.6471 0.7414 -0.5 -0.4 1.1
C 0.9247 1.0026 -1.0803 -0.1 0.0 -0.1
H -0.7873 2.1265 0.4236 -0.5 -0.4 1.2
H -1.8108 1.3523 1.7234 -1.1 0.0 0.5
H -0.0415 1.4175 1.8564 -0.3 -0.4 0.0
H -2.7712 0.2853 -0.1377 -0.4 -0.1 0.3
H -0.8603 -1.1870 -1.6439 -0.9 0.0 -0.4
H 1.7606 -1.4146 -1.3685 -0.1 -0.3 0.8
H 0.6315 -2.3515 -0.2342 -0.1 0.3 -0.1
H 2.5824 -0.1921 0.7801 1.1 0.6 -0.3
H 1.3074 -0.9660 1.7356 -0.1 0.0 -0.5
N -0.7774 0.0502 0.3706 0.4 0.4 1.3
N -1.8489 -0.8894 -1.5238 0.7 -0.6 -0.2
N 1.0733 1.8788 -1.8193 0.0 -0.7 0.6
```
Positions in Å, forces in eV/Å.

Output
E   -10836.262 eV
E_HOMO   -0.347 Ha
Structure (SMILES)   [H]/N=C\N(C)C1(C#N)CC1
HOMO-LUMO gap   10.233 eV

Computed natural (NBO) charges, given in elementary charges: atom 1 (C): -0.416, atom 2 (C): 0.283, atom 3 (C): -0.006, atom 4 (C): -0.403, atom 5 (C): -0.393, atom 6 (C): 0.262, atom 7 (H): 0.195, atom 8 (H): 0.215, atom 9 (H): 0.211, atom 10 (H): 0.170, atom 11 (H): 0.324, atom 12 (H): 0.240, atom 13 (H): 0.246, atom 14 (H): 0.232, atom 15 (H): 0.237, atom 16 (N): -0.438, atom 17 (N): -0.649, atom 18 (N): -0.308


# 2
Density functional theory data (ωB97M-V with the def2-TZVPD basis set) for an isolated molecule of C6H9N3 at a distorted geometry.

Structure (XYZ):
```
18
Properties=species:S:1:pos:R:3:forces:R:3
C -1.8220 0.6168 -0.0042 0.2 0.1 0.6
C -0.7395 -1.4685 0.1744 0.1 2.8 -1.2
C -0.6246 -0.2133 -1.9061 3.5 0.2 -1.3
C 1.7177 -0.1250 0.0050 0.6 -0.3 -1.9
C 0.2722 0.8270 1.8099 -0.3 -2.0 -1.9
C -0.6353 -0.1140 -0.3420 1.1 1.1 -1.5
N -2.5675 1.3209 0.4823 -1.5 0.9 0.3
N -0.9414 -2.4337 0.6990 -0.5 -3.8 1.8
N 0.5156 0.6211 0.2999 -0.9 -0.5 1.4
H 0.4431 -0.6151 -2.2608 -2.7 0.1 0.7
H -1.4699 -0.7518 -2.2776 -0.2 -1.1 0.1
H -0.6873 0.6848 -2.5468 0.0 0.5 1.3
H 1.8176 0.0552 -1.0801 0.7 -0.1 0.3
H 2.6295 0.3498 0.4600 -1.0 -0.9 -0.1
H 1.5927 -1.2720 0.0204 0.6 1.5 0.9
H -0.2622 1.7220 1.9136 -0.2 1.6 0.4
H -0.4303 0.0697 2.1776 0.3 -0.2 0.1
H 1.1913 0.7261 2.3754 0.1 0.4 -0.2
```
Positions in Å, forces in eV/Å.

Output
E   -10835.555 eV
E_HOMO   -0.360 Ha
Structure (SMILES)   CN(C)C(C)(C#N)C#N
HOMO-LUMO gap   10.454 eV

Computed natural (NBO) charges, given in elementary charges: atom 1 (C): 0.290, atom 2 (C): 0.261, atom 3 (C): -0.602, atom 4 (C): -0.442, atom 5 (C): -0.424, atom 6 (C): -0.116, atom 7 (N): -0.263, atom 8 (N): -0.268, atom 9 (N): -0.389, atom 10 (H): 0.228, atom 11 (H): 0.239, atom 12 (H): 0.246, atom 13 (H): 0.197, atom 14 (H): 0.231, atom 15 (H): 0.187, atom 16 (H): 0.218, atom 17 (H): 0.192, atom 18 (H): 0.215


# 3
Density functional theory data (ωB97M-V with the def2-TZVPD basis set) for an isolated molecule of C6H9N3O at a distorted geometry.

Structure (XYZ):
```
19
Properties=species:S:1:pos:R:3:forces:R:3
C -1.1073 -1.8684 -1.8816 -1.5 2.3 -3.0
C -1.4661 -0.5566 -2.3186 1.3 -2.3 2.9
C -0.7720 -2.3860 0.5036 0.4 1.2 -1.0
C -0.6618 -2.4393 1.7935 0.9 -1.4 2.6
C 1.7015 1.6674 0.2619 2.1 -5.6 2.6
C -0.6016 1.5063 0.4588 0.6 2.0 -2.2
N -0.7255 -2.0365 -0.6437 0.5 -2.0 1.5
N -1.3514 0.5744 -1.4559 0.9 -1.1 0.4
N -0.7157 0.3357 -0.3914 0.2 0.7 -1.2
O 0.6341 1.6903 1.1300 -1.9 -0.3 0.2
H -1.1141 -2.8031 -2.5410 -0.1 1.6 0.9
H -1.7710 -0.2873 -3.2742 -0.5 -0.1 -1.5
H -0.4384 -1.5301 2.4389 -0.6 -1.2 -1.2
H -0.5141 -3.4771 2.2559 -0.4 1.8 -0.6
H 1.6210 0.7774 -0.3865 0.1 0.2 0.0
H 2.6385 1.4631 0.8880 -1.2 0.4 -0.7
H 1.9020 2.4314 -0.3232 0.3 4.4 -2.6
H -1.3729 1.3230 1.1276 -1.2 0.3 2.0
H -0.8414 2.4266 -0.1841 0.2 -1.0 0.9
```
Positions in Å, forces in eV/Å.

Output
E   -12879.925 eV
E_HOMO   -0.294 Ha
Structure (SMILES)   C=C=N/C=C\N=N\COC
HOMO-LUMO gap   7.937 eV

Computed natural (NBO) charges, given in elementary charges: atom 1 (C): 0.024, atom 2 (C): -0.168, atom 3 (C): 0.479, atom 4 (C): -0.654, atom 5 (C): -0.244, atom 6 (C): 0.056, atom 7 (N): -0.379, atom 8 (N): -0.176, atom 9 (N): -0.230, atom 10 (O): -0.517, atom 11 (H): 0.235, atom 12 (H): 0.208, atom 13 (H): 0.264, atom 14 (H): 0.247, atom 15 (H): 0.172, atom 16 (H): 0.182, atom 17 (H): 0.162, atom 18 (H): 0.188, atom 19 (H): 0.150


# 4
Density functional theory data (ωB97M-V with the def2-TZVPD basis set) for an isolated molecule of C6H9N3O at a distorted geometry.

Structure (XYZ):
```
19
Properties=species:S:1:pos:R:3:forces:R:3
C -0.8666 -1.0080 2.0014 1.6 0.5 1.0
C -0.3482 0.0956 1.3333 -1.0 -2.6 -5.4
C -0.2366 -0.5245 -0.1746 0.7 4.7 5.7
C 0.6307 2.0431 0.4171 2.6 -1.1 2.1
C 0.1898 1.6106 -0.9250 -1.3 2.7 -1.1
C -0.2136 -2.7815 -0.9765 -0.6 -1.6 -1.9
N -0.8268 -2.1014 1.2683 -0.7 -2.0 -0.1
N -0.4443 -1.8197 0.0349 0.6 1.9 -1.5
N -0.0838 1.4230 1.5559 0.3 1.7 -0.3
O 0.3516 0.2719 -1.1794 -0.8 -3.9 0.2
H -0.9668 -1.2011 3.0793 -0.4 0.6 -0.6
H 1.8002 1.9067 0.5063 -2.2 -0.1 0.0
H 0.4520 3.0700 0.5914 0.0 1.3 -0.4
H -0.8918 2.0085 -1.1108 1.6 -1.0 0.1
H 0.8825 2.1421 -1.6107 -0.7 -0.4 -0.1
H 0.8164 -2.7543 -1.3875 -0.7 0.6 0.1
H -0.2473 -3.7550 -0.5170 -0.4 -0.4 0.2
H -1.0085 -2.7455 -1.8207 1.4 0.1 1.4
H -0.8698 2.0667 1.6856 -0.1 -1.0 0.5
```
Positions in Å, forces in eV/Å.

Output
E   -12882.462 eV
E_HOMO   -0.274 Ha
Structure (SMILES)   Cn1ncc2c1OCCN2
HOMO-LUMO gap   8.263 eV

Computed natural (NBO) charges, given in elementary charges: atom 1 (C): -0.087, atom 2 (C): 0.009, atom 3 (C): 0.385, atom 4 (C): -0.241, atom 5 (C): -0.080, atom 6 (C): -0.419, atom 7 (N): -0.293, atom 8 (N): -0.181, atom 9 (N): -0.609, atom 10 (O): -0.491, atom 11 (H): 0.217, atom 12 (H): 0.188, atom 13 (H): 0.208, atom 14 (H): 0.165, atom 15 (H): 0.203, atom 16 (H): 0.217, atom 17 (H): 0.235, atom 18 (H): 0.211, atom 19 (H): 0.365


# 5
Density functional theory data (ωB97M-V with the def2-TZVPD basis set) for an isolated molecule of C6H9N3O at a distorted geometry.

Structure (XYZ):
```
19
Properties=species:S:1:pos:R:3:forces:R:3
C 2.8597 -0.1556 -0.5420 -0.3 0.1 -0.3
C 1.6507 0.2258 -1.0448 0.4 0.0 -0.3
C 1.4944 -0.2777 1.0787 -0.1 0.0 0.1
C -0.5915 0.4555 -0.0082 -1.2 3.5 1.1
C -1.0416 1.9781 0.4139 0.6 -3.1 -0.9
C -1.1466 -1.8135 -0.5519 0.1 -0.5 -0.1
N 2.7415 -0.4677 0.7765 0.3 -0.2 0.5
N 0.7657 0.1435 0.0023 0.3 -0.4 0.0
N -1.5143 -0.4239 -0.2464 0.9 -0.2 0.0
O -2.7381 -0.1576 -0.2465 -0.7 0.2 -0.1
H 3.8046 -0.2236 -1.0411 0.2 0.0 -0.2
H 1.3674 0.5484 -2.0257 -0.2 0.1 -0.1
H 1.0506 -0.4278 2.0425 -0.2 0.0 0.2
H -1.2368 2.5361 -0.4928 -0.1 0.2 -0.1
H -1.9577 1.8835 0.9847 -0.1 0.1 0.1
H -0.2395 2.4225 0.9860 0.2 0.1 0.1
H -0.1915 -2.0778 -0.1025 -0.1 0.0 -0.1
H -1.0948 -1.9412 -1.6317 0.0 0.1 0.0
H -1.9413 -2.4467 -0.1625 0.0 0.2 0.0
```
Positions in Å, forces in eV/Å.

Output
E   -12883.195 eV
E_HOMO   -0.330 Ha
Structure (SMILES)   C/C(n1ccnc1)=[N+](/C)[O-]
HOMO-LUMO gap   9.760 eV

Computed natural (NBO) charges, given in elementary charges: atom 1 (C): -0.093, atom 2 (C): -0.097, atom 3 (C): 0.170, atom 4 (C): 0.336, atom 5 (C): -0.638, atom 6 (C): -0.451, atom 7 (N): -0.442, atom 8 (N): -0.397, atom 9 (N): 0.125, atom 10 (O): -0.526, atom 11 (H): 0.212, atom 12 (H): 0.224, atom 13 (H): 0.202, atom 14 (H): 0.229, atom 15 (H): 0.245, atom 16 (H): 0.219, atom 17 (H): 0.220, atom 18 (H): 0.224, atom 19 (H): 0.238


# 6
Density functional theory data (ωB97M-V with the def2-TZVPD basis set) for an isolated molecule of C6H9N3O at a distorted geometry.

Structure (XYZ):
```
19
Properties=species:S:1:pos:R:3:forces:R:3
N 0.1243 -3.4440 -1.5476 0.3 0.4 0.0
C -0.0874 -2.3174 -1.4597 -0.7 -0.2 0.0
C -0.5856 -0.9281 -1.3006 0.5 0.0 0.0
N -1.9788 -0.9612 -0.9391 0.1 -0.4 -0.1
C 0.4162 -0.1303 -0.3475 -0.7 0.9 -0.1
C 1.0873 0.9017 -1.1825 0.8 -1.2 -0.2
N 1.7402 1.4480 -1.9575 -0.4 0.3 0.3
C -0.2927 0.5853 0.8166 0.0 0.1 -0.1
C 0.6358 1.4483 1.6673 -0.2 -0.1 0.1
O 1.6418 0.7183 2.3456 -0.1 -0.1 0.1
H -0.5342 -0.4643 -2.2859 0.1 0.0 0.0
H -2.1377 -1.4032 -0.0463 -0.1 0.1 0.1
H -2.4020 -0.0487 -0.9804 -0.1 0.1 0.1
H 1.1601 -0.8293 0.0320 0.2 0.1 -0.1
H -1.0418 1.2579 0.3908 -0.1 0.0 0.0
H -0.8221 -0.1231 1.4537 0.1 -0.1 0.0
H 0.0301 1.9068 2.4498 0.0 0.1 0.0
H 1.0695 2.2603 1.0735 0.0 -0.1 -0.1
H 2.0120 0.0524 1.7619 0.2 0.0 -0.1
```
Positions in Å, forces in eV/Å.

Output
E   -12884.362 eV
E_HOMO   -0.393 Ha
Structure (SMILES)   N#C[C@@H](N)[C@@H](C#N)CCO
HOMO-LUMO gap   10.985 eV

Computed natural (NBO) charges, given in elementary charges: atom 1 (N): -0.287, atom 2 (C): 0.258, atom 3 (C): -0.124, atom 4 (N): -0.795, atom 5 (C): -0.331, atom 6 (C): 0.258, atom 7 (N): -0.291, atom 8 (C): -0.417, atom 9 (C): -0.063, atom 10 (O): -0.706, atom 11 (H): 0.250, atom 12 (H): 0.370, atom 13 (H): 0.374, atom 14 (H): 0.247, atom 15 (H): 0.214, atom 16 (H): 0.219, atom 17 (H): 0.190, atom 18 (H): 0.173, atom 19 (H): 0.461


# 7
Density functional theory data (ωB97M-V with the def2-TZVPD basis set) for a cluster of 2 separate species, C6H9N3O2 in total at a distorted geometry.

Structure (XYZ):
```
20
Properties=species:S:1:pos:R:3:forces:R:3
C 0.5371 1.8225 1.2188 -2.3 -3.4 -2.1
C 0.4660 0.4643 1.3226 1.9 2.4 2.8
C -2.3496 -0.2614 0.0141 0.9 0.3 0.1
C -0.0991 2.4633 0.0063 -0.3 -1.3 -1.1
C -0.0345 -0.1686 0.1719 0.0 -0.8 -0.6
C 1.1002 -2.0826 -0.9890 1.5 -1.8 -0.8
N 0.5036 1.6726 -1.1581 0.5 1.7 1.5
N 0.3823 0.4203 -1.0061 -1.6 -0.1 -1.3
N 0.1038 -1.6328 0.0142 0.6 0.7 -1.9
O -2.4554 -1.3502 -0.4108 -0.1 -2.0 -0.8
O -2.7471 0.7748 0.3306 -0.8 1.9 0.8
H 1.1045 2.4287 1.7751 1.7 2.0 2.7
H 0.9517 0.0206 2.2405 -0.6 0.0 -1.2
H -1.2064 2.3764 0.0042 0.6 0.0 0.2
H 0.1741 3.4915 0.0095 0.3 0.8 -0.7
H 2.0321 -2.5647 -0.6348 -0.9 -0.1 0.6
H 0.6565 -2.7021 -1.7896 -0.2 -0.1 0.9
H 1.4893 -1.2780 -1.5480 0.0 1.4 -0.2
H 0.1661 -2.0852 0.8970 -0.1 -0.6 0.7
H -0.7751 -1.8097 -0.4684 -1.0 -0.8 0.5
```
Positions in Å, forces in eV/Å.

Output
E   -14926.493 eV
E_HOMO (spin up / spin down)   -0.193 / -0.275 Ha
Multiplicity   3
⟨S²⟩   2.015
HOMO-LUMO gap (spin up / spin down)   5.656 / 6.022 eV

Computed natural (NBO) charges, given in elementary charges: atom 1 (C): -0.179, atom 2 (C): -0.287, atom 3 (C): 0.963, atom 4 (C): -0.310, atom 5 (C): 0.001, atom 6 (C): -0.454, atom 7 (N): -0.172, atom 8 (N): -0.285, atom 9 (N): -0.536, atom 10 (O): -0.635, atom 11 (O): -0.548, atom 12 (H): 0.199, atom 13 (H): 0.216, atom 14 (H): 0.226, atom 15 (H): 0.206, atom 16 (H): 0.220, atom 17 (H): 0.221, atom 18 (H): 0.262, atom 19 (H): 0.426, atom 20 (H): 0.466